Entry 1:
A cluster of 6 separate species, C24H49BrN9O8P in total, computed with ωB97M-V/def2-TZVPD.

```
! wB97M-V def2-TZVPD RIJCOSX def2/J DEFGRID3
* xyz 0 1
Br 0.46013 3.96003 3.88678
P -2.21743 1.30326 2.80744
O 3.20646 -1.83698 1.12894
O -2.18480 0.53681 1.36689
O -1.41763 -2.24493 1.36562
O -6.54041 2.94250 -1.91952
O -0.51291 2.77932 0.63180
O 5.23668 -2.28284 -4.82877
O -1.06739 -0.14527 -4.97655
O 1.70025 2.97306 0.87639
N -2.96029 0.17127 3.82898
N -0.10059 -1.22277 4.25109
N 2.55633 -3.29544 -0.48346
N 0.84197 1.57030 5.50261
N -2.16661 -4.37541 1.21662
N 3.21021 -1.49122 -5.47006
N -4.44501 3.45743 -1.21808
N -2.29918 2.56216 5.87795
N -0.66900 1.86335 -3.99788
C 3.18338 2.04495 4.76648
C -0.20750 2.59099 -2.83004
C -0.38870 1.22064 3.34914
C -5.56662 2.71984 -1.22611
C -1.31979 2.43455 5.27152
C 1.47733 -4.02858 -1.11240
C 0.61659 1.29260 2.19938
C -0.69013 0.52188 -4.03210
C -1.12689 2.59937 -5.16481
C -2.64064 -5.46652 0.38461
C 3.27012 -2.19096 -6.74180
C -0.05961 2.20392 4.54545
C -4.37029 4.61188 -2.09492
C -2.04405 -4.57568 2.65530
C -3.31213 3.13515 -0.36382
C 3.53049 0.55868 4.62472
C 2.11111 2.21994 5.83241
C 4.24282 -1.61727 -4.61812
C 2.34227 -2.48127 0.57071
C 2.04274 -0.68459 -5.16191
C -1.83514 -3.18726 0.70807
C -0.23610 -0.13283 3.88041
C 0.47066 2.40022 1.19435
C 3.90949 -3.43159 -1.00009
H -0.52138 2.33677 -6.03288
H 4.10199 -1.04910 -3.68190
H -2.67336 -3.86138 3.18561
H 1.39065 -3.73242 -2.16036
H 1.75368 3.76434 1.41840
H -3.07943 -0.74039 3.41077
H 0.53864 -3.81240 -0.60696
H 4.07484 2.54713 5.12113
H -3.64263 -5.76353 0.69705
H 2.15437 -0.22939 -4.17906
H 3.91204 -4.11596 -1.84414
H 4.14063 -1.85992 -7.30880
H -4.49317 4.30141 -3.13386
H -2.67404 -5.15693 -0.65740
H 3.36361 -3.26412 -6.57286
H 2.88363 2.47917 3.82375
H 1.14707 -1.30334 -5.16665
H 1.66822 -5.10299 -1.05965
H 2.36677 -1.98996 -7.31115
H 4.56270 0.42981 4.33613
H 2.02330 3.24910 6.17253
H -0.33124 0.06132 -3.09495
H -3.81932 0.54380 4.19660
H 1.93066 0.10574 -5.90731
H 4.56906 -3.81225 -0.22021
H -1.95856 -3.12940 -0.38607
H 4.28748 -2.46011 -1.31912
H -3.40667 5.10010 -1.97191
H -5.16810 5.31605 -1.85624
H -5.52424 1.86702 -0.52666
H -2.34865 -5.58654 2.90969
H -1.01357 3.21682 -2.45039
H -2.34331 -0.41195 1.47382
H -1.97101 -6.32284 0.47815
H 0.64209 3.22445 -3.09218
H -2.16364 2.34278 -5.38356
H -2.43232 2.95022 -0.97183
H 1.61249 1.33849 2.61189
H 0.09645 1.89829 -2.04928
H -1.04834 3.66652 -4.97657
H 2.49675 1.68247 6.68784
H -3.10853 3.97024 0.30903
H -1.01246 -4.41480 2.96709
H 0.56546 0.35157 1.66621
H -3.52070 2.25072 0.22551
H 3.43047 0.05689 5.57583
H 0.33182 1.48450 6.36666
H 1.28394 -2.44578 0.88489
H 2.89572 0.04711 3.92016
*
```

The calculation puts the calculated total energy at -134804.698 eV. The value obtained for the frontier orbital gap is 8.67 eV. Its SMILES is CCCN[C@](Br)(C#N)[C@](C#N)(CC(=O)O)P(N)O.CN(C)C=O.CN(C)C=O.CN(C)C=O.CN(C)C=O.CN(C)C=O.

Results of the Löwdin charge analysis, in e, for atoms 1 through 5: 0.957, 0.893, 0.011, -0.287, -0.027


Entry 2:
A structure of composition C24H49ClMnP2Te, computed with ωB97M-V/def2-TZVPD.

```
! wB97M-V def2-TZVPD RIJCOSX def2/J DEFGRID3
* xyz -1 5
Te 0.81045 -0.14741 1.82047
Mn -0.47836 -1.25277 -0.28371
Cl 0.06355 -0.05707 -2.09511
P 0.64143 3.57726 -0.93756
P -0.22668 -3.42617 -0.98541
C 3.13251 2.29374 -1.08311
C -1.83603 0.74879 5.98183
C -1.00349 -3.97912 1.65177
C -0.69582 3.94282 1.43515
C 1.17289 -5.33721 -2.57259
C -1.95327 -0.48143 5.31855
C -2.54800 -4.67670 -2.13387
C 1.38604 -4.42594 1.07592
C -0.95955 5.41070 -2.22262
C 1.82115 4.06767 1.52347
C 0.57830 4.37512 0.69005
C -0.16120 1.46130 4.36720
C 2.17239 -2.99549 -2.33834
C 2.17227 3.22789 -1.83314
C -0.64561 3.91158 -2.16476
C -0.06071 -4.48726 0.55540
C -1.16173 -0.74649 4.18991
C 2.77745 4.55789 -2.31080
C 0.89178 -3.83889 -2.37785
C -1.91451 -3.33025 -1.74877
C -1.85168 2.99088 -1.94967
C -0.30123 0.23437 3.71737
C -2.84798 -2.42424 -0.92544
C -0.95522 1.72550 5.49541
H -2.38376 -1.47041 -0.58714
H -0.82495 4.62012 2.28211
H 1.93162 -1.93578 -2.45882
H 2.14274 -4.52251 0.28515
H -0.77706 -2.93639 1.90961
H 3.79748 4.39691 -2.67626
H 1.78866 2.64915 -2.69636
H 0.56256 2.20138 4.00449
H -0.59338 2.91739 1.82136
H 3.83798 2.84674 -0.45384
H -3.59887 -4.50474 -2.40974
H 0.30446 -3.50768 -3.25125
H -1.69638 -2.81266 -2.70031
H 2.73160 -3.11716 -1.40523
H -2.43143 0.94973 6.88061
H -2.23053 2.99857 -0.92266
H -1.23687 -1.71151 3.68239
H -2.05700 -4.03736 1.35456
H 2.82760 -3.29133 -3.16804
H -1.59395 4.00468 0.81308
H -2.03419 -5.11118 -3.00513
H 2.82987 5.30556 -1.50351
H 2.18338 4.97506 -3.13516
H 0.25486 -5.91028 -2.73027
H 1.58672 -3.48758 1.61604
H 0.52527 5.46262 0.48786
H -1.67700 5.59507 -3.02936
H -0.05720 6.00042 -2.43141
H 1.72484 4.60525 2.47049
H -2.52486 -5.41289 -1.31968
H 2.75142 4.39203 1.04856
H -1.40713 5.76871 -1.28934
H 2.59208 1.55488 -0.47439
H -3.27107 -2.94888 -0.05724
H -0.88019 2.69619 5.99164
H -1.58074 1.95855 -2.20094
H 1.81001 -5.47088 -3.45778
H -0.85736 -4.57302 2.55995
H 1.04905 -1.36647 0.41621
H 1.88342 2.99131 1.73996
H -0.86235 -0.45408 1.31211
H 1.53611 -5.23588 1.80160
H -3.67555 -2.13281 -1.58575
H -2.64825 3.31970 -2.62265
H 3.71301 1.74632 -1.83550
H -2.65947 -1.23010 5.68069
H -0.19768 3.59452 -3.12539
H -0.32768 -5.51107 0.23234
H 1.70101 -5.77735 -1.71744
*
```

The calculation puts the calculated total energy at -95393.769 eV. The value obtained for the frontier orbital gap (spin up / spin down) is 4.73 / 4.73 eV. For the energy above the lowest of the compared OMol25 structures with the same formula, charge and spin, the calculation gives 22.6 kcal/mol.

Results of the Löwdin charge analysis, in e, for atoms 1 through 5: 0.915, -0.332, -0.003, 1.015, 0.969


Entry 3:
A cluster of 2 separate species, C24H49FIO6P in total, computed with ωB97M-V/def2-TZVPD.

```
! wB97M-V def2-TZVPD RIJCOSX def2/J DEFGRID3
* xyz 0 1
I -2.23000 3.40397 2.10553
P -1.23503 1.06174 1.48512
F 0.17910 3.06047 7.06134
O -4.25574 -1.04211 -4.45270
O 1.76956 4.56889 6.51289
O 2.34554 -2.62494 0.14515
O 3.16671 5.78329 5.21385
O 1.30455 4.85525 4.34534
O -0.55775 -0.47536 1.19790
C 4.60016 1.55718 -0.35231
C 0.33281 3.93409 4.85400
C 4.44904 -2.22716 -1.65512
C -5.90676 -0.22640 -2.85193
C 5.78221 -0.07531 -1.92796
C -5.44832 -1.38014 -3.75486
C 1.07357 -3.21192 -0.00757
C 2.20595 2.39160 -0.45901
C 3.36977 1.79461 -1.24262
C -3.70292 -1.95690 0.65476
C 4.37894 -3.55555 -0.91275
C -6.66347 -0.63651 -1.58093
C 2.18352 5.13497 5.34028
C -2.91572 0.50058 0.94541
C 5.83076 1.26970 -1.19648
C 5.48133 -1.28115 -1.02969
C -5.81504 -0.98755 -0.34246
C -3.09686 -1.77157 -4.09851
C -0.14972 1.90179 0.22510
C 0.41727 4.18370 6.33999
C 1.25895 1.31035 0.11676
C -4.44173 -1.56743 -0.61340
C -3.38676 -0.80824 1.61288
C 3.41465 -3.54490 0.28067
H 6.75973 -0.23943 -2.37221
H 4.72774 -2.37149 -2.69497
H 6.76319 1.35199 -0.64274
H -0.23260 4.98174 6.70197
H 4.75487 2.45640 0.23636
H -4.21423 -0.58691 2.27583
H -7.27037 0.21771 -1.30124
H 0.63250 2.91499 4.60176
H -0.65048 4.13129 4.43169
H -3.20377 -2.31188 -3.16402
H -0.63724 1.80670 -0.74081
H -0.05576 2.94679 0.47136
H 1.65256 3.11497 -1.04882
H -5.37480 -2.33040 -3.23286
H -2.58005 -1.15357 2.25117
H 6.39135 -1.84068 -0.83989
H 3.49405 -1.71034 -1.65663
H 0.92607 -4.04631 0.67729
H 3.05881 -4.55492 0.46770
H -4.58958 -2.47801 -1.18864
H 5.87597 2.04389 -1.96031
H -5.75920 -0.14327 0.33945
H -2.84929 -2.48458 -4.88651
H -4.35922 -2.63919 1.19279
H 5.05024 -0.04125 -2.73062
H -2.25582 -1.09050 -4.00544
H 5.36660 -3.76024 -0.51109
H -3.61190 1.27447 1.21093
H 4.17460 -4.36880 -1.60224
H -2.88364 0.47344 -0.14099
H 1.65545 1.00835 1.07868
H -7.35230 -1.44233 -1.82588
H -6.21647 -1.50806 -4.51424
H -0.79016 1.00808 2.80291
H 0.88696 -3.53809 -1.03389
H 1.29872 0.47517 -0.57086
H -5.06707 0.41254 -2.60628
H 3.69722 2.48275 -2.01761
H 4.37626 0.75350 0.34442
H 5.09305 -0.98976 -0.05703
H -3.84810 -0.92508 -1.25364
H -2.82235 -2.54585 0.41882
H 3.97468 -3.24936 1.16646
H -0.83509 -0.81712 0.33278
H 0.33547 -2.45583 0.24223
H 3.08885 0.87223 -1.74596
H -6.34757 -1.76490 0.20292
H -6.58501 0.37847 -3.44413
H 2.61854 2.94359 0.38338
*
```

The calculation puts the calculated total energy at -58073.822 eV. The value obtained for the frontier orbital gap is 9.14 eV. For the energy above the lowest of the compared OMol25 structures with the same formula, charge and spin, the calculation gives 20.2 kcal/mol. Its SMILES is COCCCCCCCCCCC[PH](O)(I)CCCCCCCCOC.O=C1OC[C@@H](F)O1.

Results of the Löwdin charge analysis, in e, for atoms 1 through 5: 0.416, 0.572, 0.072, -0.180, 0.129


> calculated total energy of number 3 (C24H49FIO6P)?

-58073.822 eV


> Among the records above, which one has the lowest calculated total energy?

C24H49BrN9O8P